Record 1
{"formula": "C24H68BrF9NO14P2", "method": "ωB97M-V with the def2-TZVPD basis set", "symbols": ["C", "C", "P", "C", "C", "C", "F", "F", "C", "F", "F", "C", "F", "F", "C", "F", "F", "F", "N", "C", "C", "C", "P", "O", "Br", "H", "H", "H", "H", "H", "H", "H", "H", "H", "H", "H", "H", "H", "H", "H", "H", "C", "O", "H", "H", "H", "H", "C", "O", "H", "H", "H", "H", "C", "O", "H", "H", "H", "H", "C", "O", "H", "H", "H", "H", "C", "O", "H", "H", "H", "H", "C", "O", "H", "H", "H", "H", "C", "O", "H", "H", "H", "H", "C", "O", "H", "H", "H", "H", "C", "O", "H", "H", "H", "H", "C", "O", "H", "H", "H", "H", "C", "O", "H", "H", "H", "H", "C", "O", "H", "H", "H", "H", "C", "O", "H", "H", "H", "H"], "coordinates": [[-5.596212, 0.285724, 0.154629], [-4.741248, -0.747585, -0.556756], [-3.006742, -0.074797, -1.135466], [-1.296388, 0.623762, -1.650521], [-0.513178, 1.434314, -0.426886], [0.673743, 0.554766, 0.292318], [0.399847, -0.902124, 0.381748], [0.738456, 1.048087, 1.718998], [2.117693, 0.721488, -0.475519], [1.939240, 0.843923, -1.970051], [2.873079, -0.574174, -0.293691], [2.994712, 2.029157, -0.018967], [3.762581, 2.460935, -1.246524], [2.154313, 3.226256, 0.342317], [4.156927, 1.700699, 1.118852], [4.610465, 2.982430, 1.777877], [5.378772, 1.199411, 0.385081], [3.706426, 0.778503, 2.188349], [-3.334688, -0.789142, -2.735371], [-2.635019, -1.950685, -2.948431], [-1.376091, -1.899865, -4.048485], [-2.930568, -3.414789, -2.272730], [-4.085660, 1.720297, -1.829185], [-3.804109, 1.869555, -3.572106], [-3.280038, 3.617805, -0.878937], [-6.469710, 0.876253, -0.380176], [-5.424911, 0.564583, 1.302423], [-5.096737, -1.853895, -0.713730], [-2.891413, 0.493299, 0.208337], [-2.322326, -1.239718, -0.635724], [-1.447541, 1.279896, -2.607883], [-0.588457, -0.301574, -1.901921], [0.034982, 2.345975, -0.967976], [-1.237788, 1.905958, 0.361566], [-0.756660, -0.908562, -3.988872], [-0.708693, -2.875657, -4.005101], [-1.897087, -1.907036, -5.122150], [-3.939184, -3.458686, -1.670878], [-2.887880, -4.263100, -3.080520], [-2.063448, -3.669125, -1.493517], [-4.611779, 1.388754, -3.962721], [-4.769560, 3.322460, 2.289111], [-5.808409, 2.423941, 2.631977], [-4.691685, 3.376805, 1.200713], [-4.998875, 4.314516, 2.685768], [-3.824115, 2.962687, 2.702302], [-5.853784, 2.396506, 3.602867], [-6.773624, -0.702798, 4.256076], [-5.695266, 0.189543, 4.468146], [-7.564282, -0.482249, 4.977078], [-7.161193, -0.573136, 3.242629], [-6.430671, -1.730574, 4.397812], [-5.009745, -0.030039, 3.814478], [-7.347657, 4.139231, -1.261255], [-7.033008, 2.918124, -0.617831], [-6.492566, 4.453704, -1.864208], [-8.215558, 3.997338, -1.909879], [-7.561748, 4.903434, -0.510128], [-7.809714, 2.664274, -0.090833], [-2.136764, 6.592848, 1.657396], [-3.452555, 6.773810, 1.167448], [-1.765507, 5.619763, 1.327397], [-1.488964, 7.380034, 1.263962], [-2.145848, 6.625578, 2.749585], [-3.755161, 7.644862, 1.475890], [4.498309, -2.793559, 1.861327], [3.189899, -2.481792, 2.302875], [4.533241, -3.845594, 1.568700], [4.751806, -2.169672, 1.000744], [5.208971, -2.619648, 2.672958], [3.189604, -1.542851, 2.555516], [1.075812, -4.157090, -0.795602], [-0.232599, -3.845322, -0.354053], [1.110743, -5.209125, -1.088229], [1.329308, -3.533203, -1.656184], [1.786473, -3.983179, 0.016029], [-0.232894, -2.906381, -0.101411], [7.574392, 4.927224, 0.527443], [6.703042, 4.149157, -0.272220], [8.178438, 5.564877, -0.122292], [6.987791, 5.552632, 1.204834], [8.231280, 4.267905, 1.100006], [6.180368, 3.594145, 0.331280], [2.160337, 6.787904, -0.427843], [1.664810, 6.769033, 0.898127], [1.857383, 7.721827, -0.907042], [3.251242, 6.726736, -0.411056], [1.745921, 5.944057, -0.984810], [1.949193, 5.929419, 1.297643], [4.076765, -4.779327, -3.069188], [3.314004, -3.648015, -2.691789], [3.398827, -5.606547, -3.292204], [4.664856, -4.542998, -3.959353], [4.738225, -5.064653, -2.247551], [3.941988, -2.930810, -2.500240], [0.053798, -5.533907, -5.890483], [-0.091947, -4.524311, -4.908863], [-0.871485, -5.605024, -6.467041], [0.878544, -5.276553, -6.559558], [0.251241, -6.491715, -5.402990], [0.743877, -4.484318, -4.413649], [8.198195, -3.595697, 0.536333], [7.159347, -4.494218, 0.879199], [8.276071, -3.541353, -0.552063], [7.968880, -2.603641, 0.932990], [9.143641, -3.955470, 0.949525], [7.113972, -4.521651, 1.850089], [9.675459, -7.516738, 0.150889], [8.359668, -7.335777, -0.339060], [10.046716, -8.489824, -0.179110], [10.323259, -6.729553, -0.242545], [9.666376, -7.484010, 1.243077], [8.057063, -6.464725, -0.030617], [-7.175059, 2.211348, 6.269289], [-8.377579, 1.476186, 6.401889], [-7.081679, 2.556469, 5.236913], [-7.198860, 3.074528, 6.938952], [-6.325469, 1.569515, 6.514805], [-8.432989, 1.183306, 7.327411]], "forces_ev_per_angstrom": [[0.440, -1.789, -0.799], [-2.177, 1.277, 2.940], [0.899, -2.109, 2.911], [2.079, -0.226, -0.276], [0.584, 0.528, -1.241], [-2.112, -0.146, 0.788], [0.933, 4.142, -0.110], [0.752, -1.543, -3.636], [-0.043, -2.041, -1.814], [0.420, -0.423, 4.997], [-1.581, 4.297, -0.442], [0.737, 2.224, -2.214], [-2.268, -1.176, 4.135], [2.845, -4.277, -0.887], [1.988, 0.636, 1.175], [-1.575, -4.410, -2.082], [-4.372, 1.346, 3.018], [1.889, 3.263, -3.957], [3.789, -4.864, -1.163], [-1.378, 2.637, -0.378], [-1.067, -0.764, -0.578], [0.691, 0.145, 0.600], [-2.804, 0.686, -2.302], [-1.202, -0.563, 0.645], [0.912, 0.190, -0.439], [0.952, -2.261, 1.478], [0.794, 0.608, -3.184], [0.098, 2.508, -1.224], [-0.082, 0.613, -0.040], [0.215, -0.373, 0.098], [0.692, -0.972, 1.796], [-1.518, 1.979, 0.265], [-0.950, -1.866, 1.395], [1.494, -1.316, -1.303], [-1.389, -1.945, 0.151], [-1.558, 2.436, 0.093], [1.111, -0.011, 2.194], [1.937, 0.314, -1.446], [-0.136, 1.712, 1.333], [-1.748, 0.662, -1.759], [1.873, 1.079, 1.013], [-0.089, 0.075, -0.060], [-0.417, -0.020, 0.647], [-0.157, -0.107, 0.411], [0.203, 0.187, -0.076], [0.217, 0.140, -0.098], [0.020, -0.303, -0.588], [-0.039, -0.109, -0.194], [0.608, -0.001, 0.057], [0.184, 0.082, -0.075], [-0.134, -0.160, 0.015], [-0.196, -0.123, -0.061], [-0.363, 0.267, 0.236], [-0.044, -0.180, 0.136], [-0.480, 0.030, 0.229], [-0.047, -0.166, 0.146], [-0.056, 0.251, -0.148], [-0.028, 0.245, -0.139], [0.522, 0.072, -0.134], [0.014, 0.177, 0.016], [-0.492, 0.416, 0.044], [-0.162, 0.147, -0.019], [0.261, -0.137, 0.112], [0.258, -0.067, 0.075], [0.115, -0.555, -0.238], [-0.251, 0.164, 0.017], [-0.069, 0.345, 0.246], [-0.099, 0.191, 0.031], [0.262, -0.112, -0.082], [0.292, -0.061, -0.058], [-0.182, -0.542, -0.195], [-0.187, 0.456, -0.052], [-0.172, 0.171, 0.342], [-0.093, 0.072, 0.038], [0.149, -0.203, 0.142], [0.252, -0.053, -0.113], [-0.177, -0.412, -0.127], [-0.200, -0.173, 0.071], [-0.278, -0.311, 0.073], [-0.140, -0.135, 0.032], [0.216, 0.145, 0.119], [0.169, 0.197, 0.128], [0.273, 0.315, -0.448], [0.054, -0.235, 0.011], [0.029, -0.271, 0.522], [-0.009, -0.127, 0.165], [0.047, 0.020, -0.276], [0.114, 0.089, -0.229], [-0.250, 0.478, -0.190], [0.177, 0.196, 0.064], [0.321, 0.438, -0.062], [0.028, 0.161, 0.069], [0.107, -0.267, -0.055], [0.087, -0.247, -0.118], [-0.489, -0.298, -0.069], [0.165, 0.041, 0.163], [0.466, -0.291, 0.092], [0.109, 0.087, 0.153], [-0.024, -0.206, -0.188], [-0.007, -0.178, -0.229], [-0.438, 0.102, -0.130], [0.078, 0.148, 0.157], [-0.137, -0.426, 0.368], [-0.093, -0.068, 0.172], [0.205, 0.098, -0.123], [0.170, 0.200, -0.106], [-0.112, -0.056, -0.545], [-0.247, 0.195, -0.012], [-0.180, 0.271, -0.002], [-0.119, 0.142, 0.020], [0.269, -0.085, 0.103], [0.278, -0.063, 0.063], [-0.117, -0.351, -0.110], [0.227, 0.005, 0.292], [-0.466, -0.303, 0.447], [-0.153, -0.133, 0.207], [0.167, 0.155, -0.074], [0.133, 0.225, -0.165], [-0.018, 0.132, -0.594]], "charge": -1, "multiplicity": 1, "total_energy_ev": -169204.0195, "orbital_gap_ev": 3.95}

***

Record 2
{"formula": "C4H4N2OS", "method": "ωB97M-V with the def2-TZVPD basis set", "symbols": ["C", "C", "C", "C", "N", "N", "O", "S", "H", "H", "H", "H"], "coordinates": [[-2.225106, 0.403070, 0.528903], [-0.835246, 0.314325, 0.614145], [-1.476153, -0.235566, -1.385396], [3.884114, -0.125946, 0.779701], [-2.614393, -0.015248, -0.763335], [-0.380554, -0.087991, -0.608950], [3.833035, 1.010512, 0.935126], [3.924892, -1.620255, 0.520955], [-2.920638, 0.704296, 1.351300], [-0.036413, 0.510686, 1.385455], [-1.635571, -0.485177, -2.451711], [0.482033, -0.372709, -0.906197]], "forces_ev_per_angstrom": [[0.912, -0.519, 0.037], [0.425, 0.506, 1.500], [-2.369, -0.530, -1.254], [-0.124, 1.783, 0.094], [0.953, 1.146, 1.694], [-3.066, 0.520, -0.437], [0.017, 0.646, 0.227], [0.086, -2.424, -0.323], [0.709, -0.409, -1.168], [-1.526, -0.165, -0.714], [1.357, -0.068, 0.735], [2.625, -0.485, -0.390]], "smiles": "c1c[nH]cn1.O=C=S", "multiplicity": 1, "total_energy_ev": -20075.4652, "orbital_gap_ev": 9.18}

***

Record 3
{"formula": "C26H32N2O3", "method": "ωB97M-V with the def2-TZVPD basis set", "symbols": ["C", "C", "C", "O", "C", "C", "C", "C", "C", "C", "C", "N", "C", "C", "H", "H", "C", "C", "C", "H", "H", "H", "H", "O", "C", "C", "C", "C", "C", "C", "H", "H", "C", "O", "N", "C", "C", "H", "C", "H", "C", "H", "H", "H", "H", "H", "H", "H", "H", "H", "H", "H", "H", "H", "H", "H", "H", "H", "H", "H", "H", "H", "H"], "coordinates": [[-4.852414, 4.520140, -2.379459], [-4.234832, 3.612557, -1.649038], [-4.845683, 2.918988, -0.470228], [-4.521264, 1.546226, -0.558611], [-4.904649, 0.708676, 0.449028], [-5.636959, 1.107195, 1.561706], [-5.979334, 0.187812, 2.539438], [-5.598227, -1.134879, 2.420600], [-4.872706, -1.534949, 1.311763], [-4.517801, -0.633339, 0.322855], [-3.731508, -1.103562, -0.871909], [-2.667640, -2.009900, -0.470462], [-1.635273, -1.312203, 0.272709], [-0.640267, -2.309822, 0.855625], [0.122274, -1.770594, 1.419942], [-1.161573, -2.990330, 1.529391], [0.003083, -3.131462, -0.266528], [-1.101901, -3.763815, -1.113550], [-2.081131, -2.700870, -1.602719], [-1.549692, -2.004287, -2.274351], [-2.882546, -3.181680, -2.169746], [-0.657738, -4.273605, -1.969112], [-1.633528, -4.492748, -0.501688], [0.777496, -2.320083, -1.136186], [2.005535, -1.884227, -0.760971], [2.647813, -1.053172, -1.683921], [3.900369, -0.544394, -1.422140], [4.551099, -0.854065, -0.231567], [3.927295, -1.701284, 0.671127], [2.662499, -2.206286, 0.422710], [2.209930, -2.856778, 1.154533], [4.437464, -1.968525, 1.584825], [5.930975, -0.350325, 0.053148], [6.894779, -1.090427, 0.139557], [6.035458, 0.988576, 0.196158], [4.925801, 1.914930, 0.337874], [5.587872, 3.244884, 0.706554], [5.820704, 3.809029, -0.197202], [6.882167, 2.814426, 1.394887], [6.679473, 2.513197, 2.423310], [7.297982, 1.605395, 0.565324], [7.837795, 1.913538, -0.337870], [7.911583, 0.881289, 1.103887], [7.637804, 3.596581, 1.400011], [4.950895, 3.855891, 1.342728], [4.250451, 1.573051, 1.131607], [4.348394, 1.988860, -0.586644], [4.388838, 0.080772, -2.155588], [2.137607, -0.828142, -2.607601], [0.634564, -3.927521, 0.154799], [-1.094630, -0.594447, -0.371767], [-2.111762, -0.754239, 1.082251], [-4.404536, -1.653352, -1.538721], [-3.345902, -0.232739, -1.425881], [-4.557037, -2.560489, 1.198897], [-5.865852, -1.850113, 3.183418], [-6.548433, 0.517019, 3.396373], [-5.948144, 2.133647, 1.678406], [-4.425829, 3.344680, 0.456253], [-5.934652, 3.062163, -0.460462], [-3.220391, 3.310114, -1.866552], [-4.367734, 5.007358, -3.207490], [-5.866445, 4.821638, -2.173761]], "forces_ev_per_angstrom": [[-0.011, 0.072, -0.035], [-0.078, -0.336, 0.191], [-0.072, 0.352, 0.174], [0.018, -0.174, -0.045], [-0.003, -0.272, 0.125], [0.012, 0.299, -0.144], [0.005, -0.069, 0.039], [-0.076, -0.027, 0.115], [-0.048, 0.143, -0.034], [-0.033, 0.235, -0.130], [0.044, 0.032, -0.104], [-0.059, -0.002, -0.080], [0.131, -0.038, 0.284], [0.178, 0.216, -0.324], [0.009, -0.045, 0.055], [0.007, -0.027, 0.066], [-0.284, -0.498, 0.474], [0.235, 0.342, -0.125], [0.019, -0.265, -0.033], [-0.096, -0.010, -0.022], [0.042, 0.063, -0.028], [0.028, -0.068, 0.020], [-0.008, -0.041, 0.011], [0.031, 0.090, -0.191], [0.268, 0.208, -0.070], [-0.187, -0.103, 0.033], [0.004, -0.061, 0.150], [-0.021, -0.257, 0.036], [0.180, 0.193, -0.129], [-0.324, -0.182, -0.014], [-0.079, -0.037, 0.042], [0.053, -0.045, 0.075], [-0.102, 0.050, -0.078], [0.133, -0.259, 0.068], [0.190, 0.165, -0.007], [-0.577, 0.186, 0.013], [0.016, -0.093, 0.074], [-0.014, 0.039, -0.022], [-0.041, -0.026, -0.179], [0.025, -0.015, 0.044], [0.437, -0.071, 0.084], [0.063, -0.020, 0.097], [-0.015, 0.093, -0.094], [0.042, 0.010, 0.058], [-0.047, 0.043, -0.053], [0.001, 0.072, -0.101], [-0.019, 0.031, 0.129], [0.030, 0.094, -0.065], [-0.059, 0.017, -0.108], [-0.052, 0.132, -0.090], [-0.093, 0.017, 0.045], [0.084, 0.024, -0.053], [0.071, 0.065, -0.047], [-0.028, -0.152, -0.012], [0.055, -0.117, -0.007], [-0.025, -0.065, 0.065], [-0.041, 0.029, 0.064], [-0.006, 0.088, -0.022], [-0.115, -0.125, -0.083], [0.117, -0.005, 0.049], [0.171, 0.025, -0.080], [0.146, 0.084, -0.133], [-0.234, -0.001, 0.064]], "smiles": "C=CCOc1ccccc1CN1CCC(Oc2ccc(C(=O)N3CCCC3)cc2)CC1", "multiplicity": 1, "total_energy_ev": -36603.6431, "orbital_gap_ev": 9.14}